Arrangement w

{"formula": "C3H8NOS", "method": "ωB97M-V/def2-TZVPD", "homo_ha": -0.495, "charge": 1, "e_lumo_ev": -4.66, "elements": ["C", "C", "C", "N", "O", "S", "H", "H", "H", "H", "H", "H", "H", "H"], "positions_angstrom": [[0.22859, -1.02869, 0.02983], [-2.01927, -0.52563, -0.27900], [0.76892, 1.46203, -0.27462], [1.01822, 0.14174, 0.43011], [0.47636, -2.07517, 0.91791], [1.11875, -2.32695, -0.64786], [-2.36583, -1.37152, 0.25693], [-2.11838, -0.30864, -1.33160], [-1.95903, 0.27109, 0.43443], [1.59574, 2.08198, -0.27507], [0.62520, 1.32355, -1.29834], [-0.02828, 2.05559, 0.14928], [0.62115, 0.31308, 1.39266], [2.03786, -0.01246, 0.49534]]}


Arrangement x

{"formula": "C3H8NOS", "method": "ωB97M-V/def2-TZVPD", "homo_ha": -0.502, "charge": 1, "smiles": "[NH3+][C@H](C=O)CS", "e_lumo_ev": -4.03, "elements": ["N", "C", "C", "O", "C", "S", "H", "H", "H", "H", "H", "H", "H", "H"], "positions_angstrom": [[0.75524, 1.46804, 0.01156], [-0.34249, 0.28433, -0.05986], [-0.60545, -0.00470, 1.42268], [-0.03321, 0.62103, 2.27665], [0.30942, -0.86457, -0.77681], [-0.44858, -2.51366, -0.37085], [1.01776, 1.57175, 1.00358], [1.48897, 1.08932, -0.58460], [0.34473, 2.25636, -0.47362], [-1.15410, 0.80785, -0.55572], [-1.49692, -0.58981, 1.68058], [0.30538, -0.65448, -1.84849], [1.33726, -1.10825, -0.50030], [-1.47801, -2.36322, -1.22477]]}


Arrangement y

{"formula": "C3H8NOS", "method": "ωB97M-V/def2-TZVPD", "homo_ha": -0.515, "charge": 1, "e_lumo_ev": -3.85, "elements": ["C", "C", "C", "N", "O", "S", "H", "H", "H", "H", "H", "H", "H", "H"], "positions_angstrom": [[0.34623, -0.90005, 0.52028], [1.78902, -0.36974, 0.50455], [-0.20276, 0.27753, -0.21199], [-1.25913, 0.19141, -1.24383], [-1.34645, 1.36899, 0.79559], [1.32029, 1.06555, -0.55237], [0.23317, -1.82942, -0.03789], [-0.06718, -1.05118, 1.51684], [2.17255, -0.03900, 1.46674], [2.51526, -1.00537, 0.00449], [-1.89187, -0.59805, -1.05690], [-0.89973, 0.15213, -2.20664], [-1.81260, 1.06088, -1.08798], [-0.89679, 1.67632, 1.58911]]}


Most stable structure - arrangement x; separation to the second - 0.0378 hartree.


Arrangement w

{"formula": "C4H34N2O14", "method": "ωB97M-V/def2-TZVPD", "homo_ha": -0.330, "charge": 0, "e_lumo_ev": 0.02, "elements": ["C", "N", "C", "O", "C", "C", "O", "N", "H", "H", "H", "H", "H", "H", "H", "H", "H", "H", "H", "H", "O", "H", "H", "O", "H", "H", "O", "H", "H", "O", "H", "H", "O", "H", "H", "O", "H", "H", "O", "H", "H", "O", "H", "H", "O", "H", "H", "O", "H", "H", "O", "H", "H", "O"], "positions_angstrom": [[-1.16857, -1.97408, -0.19260], [-0.95643, -2.32647, -1.63339], [-1.88116, -2.95132, -2.37191], [-2.97629, -3.32110, -1.98782], [-1.26121, -0.44876, -0.19053], [-2.55337, -0.00296, 0.51950], [-2.43701, 1.41311, 0.75497], [-0.04885, 0.20467, 0.36694], [-0.39628, -2.44419, 0.41627], [-2.12174, -2.45122, 0.02543], [-0.07771, -1.99338, -2.01257], [-1.64728, -3.07887, -3.44858], [-1.23073, -0.07349, -1.21554], [-3.44861, -0.14055, -0.09147], [-2.54502, -0.43281, 1.52250], [-3.30788, 1.63958, 1.09749], [0.37418, -0.35862, 1.09345], [-0.37410, 1.05994, 0.79032], [2.47238, -0.01709, 2.80197], [2.45606, -1.49662, 3.37890], [2.07954, -0.89754, 2.73386], [0.95520, 2.05261, -3.51637], [-0.51358, 1.76414, -3.17586], [0.35990, 1.86340, -2.78250], [-1.23371, -2.89501, 3.39355], [0.00010, -1.95315, 3.20293], [-0.95636, -1.98621, 3.30007], [2.10547, -0.52399, -3.26618], [0.85095, 0.21419, -2.86430], [1.14901, -0.63377, -3.27878], [-2.65267, 0.17074, -2.34970], [-3.70826, 0.60581, -3.29731], [-2.80175, 0.82287, -3.04727], [2.38233, -3.90123, 1.74713], [1.72369, -2.44346, 1.98125], [1.58162, -3.38714, 1.84743], [2.67660, -1.88248, -1.44121], [2.07358, -2.26647, -0.07331], [2.57070, -2.60726, -0.81930], [1.80457, 3.91877, -0.42565], [3.15391, 3.05646, -0.43207], [2.60466, 3.68010, 0.04165], [1.90466, 0.68051, -0.31996], [1.58896, 1.70357, -1.50017], [2.24404, 1.09061, -1.12861], [-1.22858, 3.53976, -0.05141], [-0.07853, 4.32881, -0.73443], [-0.28385, 3.69675, -0.05377], [2.44301, 2.54310, 1.66790], [1.53310, 2.66489, 3.03157], [2.12951, 2.16958, 2.49539], [-1.30284, 2.04444, 2.86762], [-1.24758, 0.71203, 3.63436], [-0.77775, 1.24881, 2.99013]]}


Arrangement x

{"formula": "C4H34N2O14", "method": "ωB97M-V/def2-TZVPD", "homo_ha": -0.350, "charge": 0, "e_lumo_ev": 0.22, "elements": ["N", "C", "C", "C", "O", "C", "N", "O", "H", "H", "H", "H", "H", "H", "H", "H", "H", "H", "H", "H", "O", "H", "H", "O", "H", "H", "O", "H", "H", "O", "H", "H", "O", "H", "H", "O", "H", "H", "O", "H", "H", "O", "H", "H", "O", "H", "H", "O", "H", "H", "O", "H", "H", "O"], "positions_angstrom": [[-0.61434, -0.19052, -0.33122], [0.79848, 0.17917, -0.45884], [1.10768, 1.41296, -1.33254], [2.59517, 1.49977, -1.53237], [0.65302, 2.65320, -0.77596], [1.38769, 0.38363, 0.93687], [2.24883, -0.59422, 1.25815], [1.01549, 1.17736, 1.81749], [-1.15489, 0.65921, -0.38812], [-0.83071, -0.58845, 0.57279], [1.28083, -0.65641, -0.94437], [0.58422, 1.24946, -2.26496], [3.01256, 2.36538, -2.03522], [3.16006, 1.58583, -0.59659], [3.04531, 0.59893, -1.96143], [1.02698, 2.74129, 0.10241], [2.38946, -1.41272, 0.69497], [2.63715, -0.72871, 2.19367], [-2.91770, -2.18769, -1.04906], [-3.14978, -2.76129, -2.44510], [-3.14729, -1.93088, -1.95286], [-1.11150, -3.08110, 0.29089], [-0.76519, -3.64397, -1.07313], [-1.40259, -3.75634, -0.33742], [-1.10344, 2.65463, -0.68258], [-1.84740, 2.80555, 0.51656], [-2.02939, 2.48874, -0.39452], [-1.44719, 0.61395, 3.85667], [-2.83603, 1.18470, 3.67253], [-2.20860, 0.59378, 3.27872], [4.14105, 2.12863, 2.86847], [2.62900, 1.83571, 2.85247], [3.47593, 1.49474, 3.17004], [1.58736, 0.44364, -4.42562], [0.10680, 0.14121, -4.55543], [0.90526, -0.12390, -4.05578], [-1.27715, -1.97931, -2.34171], [0.02906, -1.51651, -2.81469], [-0.39326, -2.35086, -2.56061], [0.86757, -2.85429, -0.84148], [1.92315, -3.45873, -1.51232], [1.82765, -2.80930, -0.79595], [0.61070, 0.33246, 3.42574], [1.01421, -0.71361, 4.53060], [0.26555, -0.26943, 4.11046], [-2.00570, -2.47651, 2.42453], [-1.61527, -1.08544, 2.79687], [-1.48328, -1.71957, 2.09051], [-0.25835, 2.30539, 2.08727], [-1.75449, 2.22823, 2.34376], [-1.06442, 2.86430, 2.10602], [-2.30535, 0.89124, -3.81900], [-2.18309, -0.52525, -3.58912], [-2.33444, 0.06969, -4.33274]]}


Most stable structure - arrangement x; separation to the second - 0.0596 hartree.


Arrangement w

{"formula": "C29H22Br2O3S", "method": "ωB97M-V/def2-TZVPD", "homo_ha": -0.304, "charge": 0, "smiles": "O=C(c1ccccc1)[C@@H]([C@H](/C=C/c1ccc(Br)cc1)c1ccc(Br)cc1)S(=O)(=O)c1ccccc1", "e_lumo_ev": -0.48, "elements": ["O", "C", "C", "C", "C", "C", "C", "C", "C", "C", "C", "C", "C", "C", "C", "C", "Br", "C", "C", "C", "C", "C", "C", "Br", "C", "C", "S", "O", "O", "C", "C", "C", "C", "C", "C", "H", "H", "H", "H", "H", "H", "H", "H", "H", "H", "H", "H", "H", "H", "H", "H", "H", "H", "H", "H", "H", "H"], "positions_angstrom": [[5.27895, 1.76653, 3.91144], [4.26719, 1.56203, 4.58957], [3.93898, 0.24199, 5.14864], [2.86045, -0.03929, 6.03945], [2.62378, -1.34662, 6.51645], [3.38664, -2.40621, 6.04004], [4.43666, -2.18463, 5.15429], [4.67456, -0.88032, 4.68452], [3.14540, 2.56409, 4.83848], [1.93253, 2.23593, 3.75754], [1.61780, 0.88817, 3.30347], [0.95466, -0.06066, 4.05815], [0.87367, -1.45906, 3.67388], [0.03148, -2.36564, 4.39360], [0.17919, -3.75634, 4.28259], [1.17459, -4.30051, 3.41536], [1.42263, -6.13516, 3.32690], [1.86196, -3.41488, 2.56609], [1.71514, -2.03447, 2.68224], [2.18820, 3.19753, 2.60564], [1.83614, 4.57935, 2.61084], [2.08887, 5.37216, 1.45699], [2.73106, 4.82198, 0.35164], [3.16510, 5.92156, -1.17653], [3.27235, 3.52390, 0.42072], [2.99959, 2.73096, 1.56265], [3.00838, 3.06916, 6.56196], [3.65491, 2.15736, 7.52622], [1.57648, 3.46221, 6.67348], [3.88130, 4.62881, 6.96935], [5.27147, 4.51414, 7.07466], [6.00996, 5.54576, 7.63778], [5.38161, 6.68706, 8.12699], [3.99163, 6.81187, 8.00605], [3.23781, 5.78685, 7.42535], [2.12686, 0.70847, 6.30523], [1.77969, -1.54203, 7.17814], [3.16493, -3.43676, 6.39503], [5.03286, -3.00538, 4.77253], [5.41900, -0.71032, 3.91779], [3.35497, 3.55113, 4.36298], [1.13534, 2.62043, 4.51379], [1.93110, 0.56631, 2.30214], [0.33226, 0.24541, 4.90258], [-0.61983, -1.93903, 5.17553], [-0.46107, -4.41590, 4.86647], [2.53939, -3.83327, 1.80551], [2.40245, -1.37870, 2.12132], [1.34048, 5.01943, 3.44110], [1.72047, 6.40142, 1.40675], [3.83141, 3.10960, -0.42815], [3.43499, 1.73870, 1.62290], [5.74302, 3.59963, 6.70935], [7.08383, 5.42975, 7.68738], [5.95413, 7.49063, 8.59723], [3.51640, 7.71353, 8.35590], [2.14809, 5.88191, 7.31256]]}


Arrangement x

{"formula": "C29H22Br2O3S", "method": "ωB97M-V/def2-TZVPD", "homo_ha": -0.255, "charge": 0, "e_lumo_ev": -2.99, "elements": ["Br", "C", "C", "C", "C", "C", "C", "C", "C", "C", "C", "C", "Br", "C", "C", "C", "C", "H", "H", "H", "H", "H", "H", "H", "H", "H", "H", "H", "C", "C", "C", "C", "S", "C", "C", "O", "C", "C", "C", "C", "C", "C", "O", "O", "C", "C", "H", "H", "H", "H", "H", "H", "H", "H", "H", "H", "H"], "positions_angstrom": [[-6.13463, 2.58111, -3.51890], [-4.51778, 1.79690, -2.94716], [-4.45553, 0.42052, -2.66443], [-3.24355, -0.16201, -2.29999], [-2.04637, 0.60482, -2.24953], [-0.76267, -0.01713, -2.06641], [0.44780, 0.63851, -2.32137], [1.69019, 0.01816, -2.21532], [2.95941, 0.66486, -2.39775], [4.15636, -0.09958, -2.49968], [5.38473, 0.50274, -2.75017], [5.46966, 1.90309, -2.85791], [7.13705, 2.72809, -3.16602], [4.31289, 2.68410, -2.70762], [3.07845, 2.07933, -2.47401], [-2.16554, 2.01037, -2.42387], [-3.37653, 2.59609, -2.78062], [-5.35890, -0.17765, -2.74178], [-3.19422, -1.22548, -2.06554], [-0.73326, -1.07373, -1.79080], [0.41576, 1.68327, -2.64885], [1.70101, -1.06111, -2.03418], [4.09833, -1.18361, -2.37616], [6.28224, -0.09656, -2.87010], [4.38813, 3.76514, -2.78169], [2.19347, 2.70106, -2.32435], [-1.29688, 2.64279, -2.25142], [-3.44255, 3.66666, -2.93350], [-4.13121, -2.83312, 5.20894], [-3.38430, -1.65782, 5.34146], [-2.38310, -1.35218, 4.42100], [-2.11669, -2.24656, 3.37672], [-0.62003, -2.01270, 2.39898], [-1.07961, -1.01408, 1.07087], [-0.48108, 0.29521, 0.93567], [-1.16431, 1.32089, 0.74681], [1.01708, 0.32661, 0.98085], [1.80652, -0.82295, 0.82996], [3.19173, -0.73976, 0.96442], [3.79939, 0.50116, 1.19225], [3.01973, 1.66539, 1.21328], [1.63575, 1.57581, 1.07185], [0.23255, -1.32531, 3.34014], [-0.25454, -3.32365, 1.90337], [-2.94300, -3.35185, 3.16001], [-3.94616, -3.64812, 4.08669], [-4.85341, -3.10775, 5.98010], [-3.55631, -0.97759, 6.17536], [-1.79170, -0.44546, 4.52699], [-2.13532, -1.14117, 0.82176], [1.33775, -1.77250, 0.56281], [3.77741, -1.65908, 0.90424], [4.88142, 0.55374, 1.33986], [3.48169, 2.64172, 1.35224], [1.01619, 2.47384, 1.03329], [-2.77973, -3.98056, 2.28638], [-4.56381, -4.53289, 3.93282]]}


Most stable structure - arrangement w; separation to the second - 0.0288 hartree.


Arrangement w

{"formula": "C3H25O9", "method": "ωB97M-V/def2-TZVPD", "homo_ha": -0.480, "charge": 1, "e_lumo_ev": -3.04, "elements": ["O", "H", "H", "H", "O", "H", "H", "O", "H", "H", "O", "H", "H", "O", "H", "H", "O", "H", "H", "O", "H", "H", "O", "H", "H", "C", "C", "C", "O", "H", "H", "H", "H", "H", "H", "H", "H"], "positions_angstrom": [[0.41743, 1.21045, -0.15615], [0.65276, 2.03819, -0.58166], [-0.23586, 0.84031, -0.75432], [1.18642, 0.63752, -0.20081], [1.27005, 3.16598, -1.80195], [1.39209, 3.34771, -2.73378], [1.28862, 4.02739, -1.38499], [3.13245, 3.17581, 1.23038], [2.91228, 3.36596, 0.31846], [4.03333, 3.48389, 1.32902], [2.10324, -1.96923, 1.60436], [2.30378, -1.49141, 0.79956], [2.87468, -2.51462, 1.75821], [2.87401, 0.40513, 0.45430], [3.17644, 1.09654, 1.04312], [3.67676, 0.03098, 0.09120], [-1.40028, 0.65331, -2.05814], [-2.11079, 0.02318, -1.93835], [-1.27937, 0.70125, -3.00647], [1.32894, -0.67947, -2.06102], [1.76069, -0.78390, -2.90892], [0.39380, -0.71974, -2.26131], [-0.98097, 1.66549, 2.39634], [-1.32689, 1.05639, 3.04870], [-0.32348, 2.17569, 2.86922], [-2.39291, -0.89636, 0.98832], [-2.09330, -2.01449, -0.06507], [-2.41727, -3.41872, 0.52608], [-2.80864, -1.80194, -1.25673], [-3.36142, -1.00227, 1.47708], [-2.41388, 0.09552, 0.53686], [-1.61320, -0.87394, 1.74967], [-1.03226, -2.09506, -0.30131], [-3.45631, -3.58913, 0.80795], [-1.94442, -3.55119, 1.49921], [-1.88391, -4.10468, -0.13200], [-3.70261, -1.69053, -0.92505]]}


Arrangement x

{"formula": "C3H25O9", "method": "ωB97M-V/def2-TZVPD", "homo_ha": -0.452, "charge": 1, "e_lumo_ev": -4.05, "elements": ["O", "H", "H", "H", "O", "H", "H", "O", "H", "H", "O", "H", "H", "O", "H", "H", "O", "H", "H", "O", "H", "H", "O", "H", "H", "C", "C", "C", "O", "H", "H", "H", "H", "H", "H", "H", "H"], "positions_angstrom": [[0.03786, -0.44247, -0.08604], [-0.49875, -1.12195, 0.32863], [0.94488, -0.59330, 0.18993], [-0.01346, -0.54683, -1.03897], [0.86351, 0.96055, -1.94078], [1.30474, 1.32593, -1.17393], [1.51363, 0.38141, -2.33847], [-1.21018, -1.65908, 0.85366], [-1.33880, -2.60695, 0.88869], [-1.28090, -1.37347, 1.76452], [0.31357, -2.43532, -0.82404], [0.72674, -2.80414, -0.04334], [-0.33966, -3.08642, -1.08016], [0.82693, -0.02950, 2.09012], [1.45301, -0.40727, 2.70780], [-0.01420, -0.07154, 2.54507], [-0.85440, -0.72580, -1.86243], [-0.42371, -0.53928, -2.69667], [-1.69283, -1.11727, -2.10746], [1.29025, -2.19434, -2.75191], [0.57124, -1.90261, -3.31239], [0.91313, -2.22179, -1.87255], [1.90431, -1.03405, 0.02708], [2.20036, -1.11579, 0.93368], [2.51628, -1.57252, -0.47468], [-1.34403, 2.49538, 2.10975], [-0.44858, 2.02204, 0.97330], [-1.17944, 1.97845, -0.40441], [0.72635, 2.81119, 0.82978], [-2.30224, 1.97600, 2.12247], [-1.40235, 3.57460, 1.96840], [-0.81818, 2.36054, 3.05495], [-0.10186, 1.01506, 1.20544], [-0.39767, 2.00081, -1.16364], [-1.78223, 2.86821, -0.58630], [-1.84056, 1.11789, -0.50670], [1.17716, 2.71360, 1.67172]]}


Most stable structure - arrangement w; separation to the second - 0.4038 hartree.


Arrangement w

{"formula": "C2HClO2S", "method": "ωB97M-V/def2-TZVPD", "homo_ha": [-0.383, -0.383], "charge": 0, "e_lumo_ev": [-2.09, -2.10], "elements": ["C", "C", "O", "O", "S", "Cl", "H"], "positions_angstrom": [[0.02762, 0.82817, -0.34362], [-1.29972, 1.42798, -0.08097], [-1.59397, 2.59690, -0.03897], [2.51701, 0.50948, -0.04614], [1.49449, 1.55799, 0.14858], [-2.54790, 0.20545, 0.05821], [0.32025, -0.25809, -0.44146]]}


Arrangement x

{"formula": "C2HClO2S", "method": "ωB97M-V/def2-TZVPD", "homo_ha": [-0.387, -0.387], "charge": 0, "e_lumo_ev": [-2.16, -2.16], "elements": ["C", "C", "O", "O", "S", "Cl", "H"], "positions_angstrom": [[0.16601, -0.20138, 0.07099], [-1.00057, 0.55227, -0.08822], [-1.71077, 1.06329, 0.71682], [2.17624, -1.16365, 1.19772], [0.91474, -0.57345, 1.53094], [-1.49816, 0.52947, -1.88440], [0.95252, -0.20657, -1.54384]]}


Most stable structure - arrangement w; separation to the second - 0.1114 hartree.